Density functional theory data (wB97M-V/def2-TZVPD) for a structure of composition C9H13CaO4P in a non-equilibrium geometry.

The geometry in XYZ format:
```
28
Properties=species:S:1:pos:R:3:forces:R:3:lowdin_charge:R:1
Ca -0.83426 0.81108 -1.78877 -0.03 0.12 -0.36 1.2232
O -2.27780 -1.93044 0.13480 2.02 2.66 -1.51 0.1772
C -1.68917 -1.08998 -0.38027 -2.96 -3.71 1.36 -0.1382
C 1.27418 1.48495 -0.55370 4.04 2.08 0.92 -0.1159
O 2.28336 1.92717 -0.21018 -3.47 -1.60 -1.02 0.1278
C -1.38997 1.14102 0.63297 -2.53 2.63 4.77 -0.1017
O -1.87894 1.45537 1.63700 2.09 -1.55 -4.14 0.1612
C 0.66777 -1.22776 -1.53894 3.00 -3.65 -2.06 -0.1534
O 1.31573 -2.14866 -1.81675 -2.39 3.33 1.40 0.1326
C -2.94960 1.72472 -3.80664 -0.22 0.12 -0.24 -0.0766
H -3.01699 0.84178 -4.44678 0.33 0.09 0.16 0.0794
H -3.86814 1.92865 -3.25077 0.37 0.05 0.15 0.0810
C -1.95281 2.61929 -3.90619 -0.13 0.18 -0.26 -0.0957
H -2.00695 3.60838 -3.44618 -0.06 -0.31 0.21 0.0795
H -1.15029 2.52491 -4.64191 -0.09 -0.29 0.19 0.0780
C 2.84096 -1.34476 1.32843 1.06 -0.16 -0.62 -0.2459
P 1.12653 -0.78075 1.31541 -0.58 -0.39 1.42 0.7847
C 0.15913 -2.09250 2.13305 -0.26 -0.16 -0.36 -0.2582
C 1.00378 0.30927 2.75556 -0.30 0.64 -0.02 -0.2586
H 2.96439 -2.17557 0.59478 0.02 0.60 0.46 0.0585
H 3.20595 -1.70639 2.31303 -0.49 0.28 -0.46 0.0801
H 3.49439 -0.49138 1.01732 -0.40 -0.72 0.18 0.0623
H 0.59786 -2.37174 3.11181 -0.24 0.12 -0.63 0.0814
H -0.86893 -1.70685 2.26522 0.50 -0.29 0.19 0.0451
H 0.11696 -2.93460 1.45742 -0.14 -0.61 0.14 0.0422
H 1.27670 -0.21393 3.69231 0.07 0.38 -0.58 0.0834
H 1.59492 1.19076 2.56380 0.41 0.39 0.45 0.0426
H -0.03876 0.64797 2.83417 0.39 -0.21 0.25 0.0239
```
Positions in Å, forces in eV/Å.

Computed properties:
Highest occupied orbital energy = -15.83 eV
Frontier orbital gap = 7.10 eV
Net charge = +2
Relative energy (zero: lowest compared OMol25 entry of this formula, charge and spin) = 0.242 eV